(1)
Formula: C48H56BN5O6RhS4
Source: OMol25
Level of theory: ωB97M-V with the def2-TZVPD basis set

Geometry as ORCA input:
```
! RIJCOSX wB97M-V def2-TZVPD def2/J DEFGRID3
* xyz -1 1
Rh 0.21 -0.28 -0.06
O -0.42 0.66 4.33
C 0.84 0.37 4.77
C 1.15 0.54 6.11
C 2.43 0.28 6.58
C 3.41 -0.17 5.71
C 3.11 -0.37 4.38
C 1.82 -0.12 3.88
C 1.56 -0.36 2.49
O 0.39 -0.13 1.91
N 2.57 -0.83 1.76
N 2.32 -1.16 0.53
C 3.31 -1.04 -0.33
S 3.33 -1.79 -1.88
C 4.45 -0.49 -2.53
C 5.53 -0.22 -1.50
S 4.83 -0.34 0.21
H -0.43 0.44 3.38
H 0.36 0.87 6.78
H 2.65 0.41 7.63
H 4.41 -0.36 6.07
H 3.86 -0.72 3.69
H 3.80 0.37 -2.70
H 4.86 -0.85 -3.47
H 5.94 0.79 -1.61
H 6.34 -0.95 -1.56
C -3.53 -2.97 4.01
C -2.34 -2.08 3.64
C -1.29 -2.91 2.92
C -2.85 -0.83 2.96
C -3.29 0.16 3.85
C -3.81 1.35 3.41
C -3.93 1.57 2.05
C -3.57 0.60 1.13
C -3.88 0.92 -0.32
C -4.86 -0.08 -0.95
C -2.65 1.09 -1.21
C -2.99 -0.60 1.58
N -2.55 -1.56 0.64
B -1.31 -1.65 -0.08
N -1.43 -2.85 -0.84
C -2.65 -3.44 -0.54
C -3.31 -2.67 0.34
C -0.55 -3.49 -1.75
C 0.33 -4.47 -1.27
C 1.17 -5.12 -2.17
C 1.14 -4.80 -3.51
C 0.26 -3.85 -3.98
C -0.60 -3.18 -3.11
C -1.59 -2.16 -3.63
C -2.86 -2.86 -4.13
C -1.00 -1.26 -4.72
C 0.34 -4.85 0.19
C -0.13 -6.30 0.37
C 1.72 -4.63 0.81
H -3.19 -3.84 4.57
H -4.04 -3.31 3.11
H -4.25 -2.42 4.63
H -1.87 -1.73 4.57
H -1.73 -3.51 2.13
H -0.81 -3.59 3.63
H -0.52 -2.27 2.49
H -3.19 -0.02 4.91
H -4.12 2.11 4.11
H -4.34 2.51 1.70
H -4.40 1.89 -0.30
H -4.38 -1.04 -1.13
H -5.21 0.32 -1.90
H -5.72 -0.24 -0.30
H -2.40 0.14 -1.70
H -0.80 1.85 -1.22
H -2.90 1.81 -2.01
H -2.94 -4.38 -0.98
H -4.28 -2.82 0.78
H 1.85 -5.87 -1.81
H 1.80 -5.31 -4.20
H 0.24 -3.61 -5.03
H -1.86 -1.52 -2.80
H -2.62 -3.54 -4.95
H -3.58 -2.13 -4.49
H -3.32 -3.44 -3.33
H -0.76 -1.81 -5.62
H -0.11 -0.77 -4.34
H -1.73 -0.49 -4.98
H -0.36 -4.20 0.71
H 0.57 -7.00 -0.06
H -1.10 -6.44 -0.11
H -0.24 -6.52 1.43
H 2.47 -5.26 0.35
H 1.68 -4.86 1.88
H 2.01 -3.59 0.69
O 1.87 0.47 -3.47
S 1.02 0.79 -2.35
O 1.78 1.13 -1.12
O 0.21 -0.47 -1.96
O 0.05 1.83 -2.67
N -1.47 1.53 -0.49
S 0.09 4.58 -0.09
C -1.54 4.66 -0.74
C -2.66 4.89 0.05
C -3.92 4.94 -0.53
C -4.07 4.76 -1.90
C -2.95 4.51 -2.68
C -1.69 4.46 -2.12
C -0.20 4.90 1.65
C -0.07 6.20 2.12
C -0.23 6.45 3.47
C -0.52 5.42 4.35
C -0.66 4.12 3.87
C -0.49 3.86 2.52
H -1.71 2.31 0.11
H -2.56 5.03 1.11
H -4.78 5.11 0.09
H -5.05 4.80 -2.34
H -3.06 4.36 -3.75
H -0.83 4.21 -2.72
H 0.15 7.00 1.43
H -0.12 7.46 3.85
H -0.63 5.62 5.40
H -0.89 3.31 4.54
H -0.58 2.84 2.15
*
```

## Properties
Calculated total energy   -117452.1049 eV
E_HOMO (spin up / spin down)   -0.177 / -0.177 hartree

Atomic partial charges in e from the Löwdin method, atoms 1 to 2: 1.119, 0.037

---

(2)
Formula: C8H9O2P
Source: OMol25
Level of theory: ωB97M-V with the def2-TZVPD basis set

Geometry as ORCA input:
```
! RIJCOSX wB97M-V def2-TZVPD def2/J DEFGRID3
* xyz 0 1
C -3.17 0.95 -0.01
C -1.93 1.51 0.36
C -3.22 -0.47 -0.31
C -0.76 0.77 0.39
C -2.05 -1.21 -0.21
C -0.79 -0.56 0.05
C 0.40 -1.36 0.09
C 2.90 -0.24 0.06
O 1.80 -0.98 0.30
O 4.08 -0.90 0.14
P 3.08 1.64 -0.06
H -3.95 1.60 -0.05
H -1.86 2.55 0.63
H -4.10 -0.91 -0.51
H 0.21 1.11 0.64
H -2.21 -2.23 -0.43
H 0.30 -2.50 0.32
H 3.93 -1.93 0.18
H 2.93 1.50 -1.42
H 4.41 1.65 -0.17
*
```

## Properties
Calculated total energy   -21819.9458 eV
ΔE to the lowest compared entry with this formula, charge and spin   98.2 kcal per mole
E_HOMO   -0.223 hartree

Atomic partial charges in e from the Löwdin method, atoms 1 to 2: -0.064, -0.083